Computed, not measured: 2 unconnected molecules or ions with the total composition C2H2F3NO2S in a non-equilibrium geometry, with ωB97M-V/def2-TZVPD.

The geometry in XYZ format:
```
11
Properties=species:S:1:pos:R:3:nbo_charge:R:1
C -1.451 0.396 0.590 0.2519
C 1.447 1.230 0.635 0.9516
N -0.155 -1.269 -1.100 -1.0475
O -2.329 0.909 1.121 -0.4355
O -2.182 -2.094 -0.072 -0.8911
F 1.784 0.945 -0.640 -0.3417
F 1.556 2.561 1.001 -0.3325
F 2.286 0.505 1.370 -0.3275
S -1.757 -0.906 -0.754 1.3795
H 0.478 -1.428 -0.315 0.3959
H 0.324 -0.848 -1.835 0.3969
```

Computed properties:
Spin multiplicity = 1
Charge = 0
LUMO level (spin up / spin down) = -1.34 / -1.22 eV
Calculated total energy = -26674.5307 eV
Orbital gap (spin up / spin down) = 9.1 / 7.2 eV
Max |F| = 3.117 eV Å⁻¹